(1)
The following is a DFT calculation (ωB97M-V with the def2-TZVPD basis set) of a gas-phase ion, C5H6NS2 (charge +1) at a distorted geometry.

As for the HOMO energy: -13.2 eV. The net charge is +1. The calculation puts the energy above the lowest of the compared OMol25 structures with the same formula, charge and spin at 6.6 kcal/mol. The LUMO energy comes out at -4.28 eV. For the energy, the calculation gives -28431.851 eV. The HOMO-LUMO gap comes out at 8.94 eV. Its multiplicity is 1. As for the SMILES: C=[N+]=CSC=C=CS.

Last column: Mulliken charge in e.
Atoms and positions in Å:
C (-1.97, 0.87, 0.50)  -0.5463
C (0.62, 1.95, -0.21)  0.0635
C (-1.59, -0.35, 0.81)  0.2195
C (-0.80, -1.39, 0.87)  -0.1670
C (1.56, -0.25, -0.95)  -0.5672
N (1.13, 0.85, -0.53)  -0.0761
S (-0.24, -2.13, -0.64)  -0.1499
S (-0.93, 2.31, 0.37)  -0.0098
H (-2.96, 1.18, 0.56)  0.3999
H (1.37, 2.71, -0.25)  0.3678
H (-0.56, -1.70, 1.83)  0.4103
H (0.77, -2.74, -0.06)  0.1893
H (1.59, -0.54, -2.05)  0.3025
H (2.02, -0.77, -0.24)  0.5636

---

(2)
The following is a DFT calculation (ωB97M-V with the def2-TZVPD basis set) of a molecular structure, C5H6O.

As for the HOMO energy: -8.7 eV. The calculation puts the energy above the lowest of the compared OMol25 structures with the same formula, charge and spin at 57.6 kcal/mol. The LUMO energy comes out at 1.18 eV. For the energy, the calculation gives -7326.788 eV. The HOMO-LUMO gap comes out at 9.90 eV. Its multiplicity is 1.

Last column: Mulliken charge in e.
Atoms and positions in Å:
C (1.55, 0.14, -0.76)  -0.6955
C (0.48, 0.93, -0.72)  -0.3053
C (-0.84, 0.43, -0.19)  0.1447
O (-1.06, -0.98, -0.56)  -0.3936
C (-0.89, -1.27, 0.78)  -0.3652
C (-0.76, -0.03, 1.25)  -0.2616
H (1.50, -0.88, -0.39)  0.2247
H (2.50, 0.48, -1.17)  0.2768
H (0.52, 1.97, -1.03)  0.3271
H (-1.69, 1.04, -0.50)  0.3688
H (-0.82, -2.30, 1.10)  0.3623
H (-0.50, 0.47, 2.17)  0.3169

---

(3)
The following is a DFT calculation (ωB97M-V with the def2-TZVPD basis set) of C5H6O in the gas phase.

As for the HOMO energy: -8.2 eV. The calculation puts the energy above the lowest of the compared OMol25 structures with the same formula, charge and spin at 125.4 kcal/mol. The LUMO energy comes out at 0.10 eV. For the energy, the calculation gives -7323.848 eV. The HOMO-LUMO gap comes out at 8.26 eV. Its multiplicity is 1.

Last column: Mulliken charge in e.
Atoms and positions in Å:
O (-2.54, -0.01, -0.80)  -0.4645
C (-2.09, -0.22, 0.30)  0.0569
C (-0.63, -0.04, 0.67)  -0.4253
C (0.23, 0.36, -0.50)  -0.3565
C (1.60, 0.17, -0.57)  -0.0706
C (2.78, -0.28, -0.25)  -0.4739
H (-2.75, -0.56, 1.13)  0.3373
H (-0.28, -0.96, 1.16)  0.3333
H (-0.59, 0.73, 1.46)  0.2661
H (1.09, -0.30, -1.56)  0.2004
H (-0.31, 0.77, -1.34)  0.3956
H (3.50, 0.34, 0.29)  0.2012